# C28H30N2O6

C28H30N2O6 in the gas phase in a non-equilibrium geometry (ωB97M-V/def2-TZVPD, the OMol25 dataset).

Cartesian coordinates (Å):
C  -2.1637  -3.2712  2.9612
O  -1.2380  -4.1658  2.3686
C  -0.8325  -3.7970  1.1006
C  -1.1582  -4.6299  0.0397
C  -0.7944  -4.2913  -1.2486
C  -0.1571  -3.0886  -1.4901
C  0.1841  -2.2419  -0.4450
C  0.8872  -0.9310  -0.7149
C  0.7429  -0.4629  -2.1849
O  1.7147  -0.3156  -2.8984
N  -0.5222  -0.2215  -2.5373
C  -0.9200  0.2527  -3.8429
C  -1.9386  -0.7091  -4.4774
C  -3.2938  -0.1079  -4.1189
C  -3.0529  1.3870  -4.3066
C  -1.6518  1.6089  -3.7285
N  0.4403  0.1382  0.1778
C  -0.8696  0.2348  0.5318
O  -1.7658  -0.3504  -0.0689
C  -1.1871  1.0304  1.7209
C  -2.4326  1.4102  2.1613
C  -2.2318  2.0687  3.3907
C  -0.8867  2.0330  3.6148
O  -0.2503  1.4108  2.6186
C  1.3917  1.0956  0.5726
C  2.5939  0.7216  1.1645
C  3.5210  1.6773  1.5266
C  3.2664  3.0305  1.3087
C  4.2121  4.1134  1.6793
C  5.5977  3.6968  2.1085
O  3.8836  5.2783  1.6352
C  2.0568  3.3971  0.7149
C  1.1340  2.4462  0.3416
C  -0.0917  -2.6306  0.8707
O  0.3391  -1.8191  1.9014
C  1.1183  -2.4520  2.9009
H  -3.0986  -3.2539  2.3920
H  -2.3520  -3.6537  3.9629
H  -1.7721  -2.2521  3.0218
H  -1.7045  -5.5359  0.2508
H  -1.0361  -4.9490  -2.0690
H  0.0997  -2.8103  -2.5004
H  1.9625  -1.0600  -0.5464
H  -1.2544  -0.3913  -1.8502
H  -0.0028  0.3260  -4.4324
H  -1.8133  -1.7246  -4.1047
H  -1.8102  -0.7183  -5.5603
H  -4.1000  -0.4859  -4.7455
H  -3.5332  -0.3215  -3.0762
H  -3.8039  1.9996  -3.8106
H  -3.0627  1.6284  -5.3707
H  -1.1163  2.4007  -4.2491
H  -1.7191  1.8854  -2.6753
H  -3.3584  1.2321  1.6546
H  -2.9795  2.5043  4.0206
H  -0.2863  2.4065  4.4212
H  2.7902  -0.3203  1.3649
H  4.4386  1.3598  1.9965
H  6.2076  4.5842  2.2575
H  6.0538  3.0635  1.3514
H  5.5451  3.1427  3.0435
H  1.8694  4.4467  0.5436
H  0.2065  2.7370  -0.1304
H  0.5811  -3.2571  3.4052
H  1.3648  -1.6686  3.6163
H  2.0391  -2.8600  2.4697

Cartesian forces (eV/Å) of the 6 atoms listed first:
-0.2614 0.1816 0.1240
0.3850 -0.0562 -0.3867
-0.0538 0.0434 0.1247
0.0177 0.0649 0.1619
-0.0393 -0.0090 -0.0082
0.1163 0.0182 0.0989

## Properties
energy relative to the best compared isomer or geometry (same formula, charge and spin)	177.79	kJ/mol
SMILES	COc1cccc([C@@H](C(=O)NC2CCCC2)N(C(=O)c2ccco2)c2ccc(C(C)=O)cc2)c1OC
largest force on an atom	1.301	eV Å⁻¹